1.
{"formula": "C34H67FIN3O8", "method": "ωB97M-V/def2-TZVPD", "elements": ["C", "N", "H", "H", "O", "H", "C", "H", "C", "C", "H", "H", "H", "C", "C", "C", "C", "C", "H", "O", "N", "H", "N", "H", "C", "C", "H", "C", "H", "H", "H", "H", "C", "H", "C", "C", "C", "H", "H", "H", "O", "H", "O", "C", "O", "O", "H", "H", "H", "H", "H", "H", "H", "H", "H", "H", "C", "H", "C", "H", "H", "H", "H", "H", "C", "H", "H", "H", "H", "H", "C", "F", "H", "H", "H", "H", "C", "C", "H", "H", "C", "H", "H", "C", "C", "H", "C", "C", "H", "C", "O", "C", "H", "H", "H", "H", "H", "H", "H", "I", "H", "H", "H", "C", "C", "H", "H", "C", "H", "O", "H", "H", "C", "H"], "coordinates": [[-1.41, -0.33, 0.31], [3.52, -4.66, 5.80], [5.64, -8.91, 3.96], [1.56, 5.33, -0.39], [3.26, -4.81, 4.43], [-0.91, 0.06, 4.04], [2.23, -0.81, 4.58], [-1.27, 5.43, -2.87], [-1.22, -6.62, 4.71], [2.49, -1.85, 3.50], [2.71, -3.16, -1.00], [6.82, -3.23, -0.92], [3.22, 5.88, -0.23], [-4.50, 6.07, -2.66], [-2.16, -7.73, 4.46], [5.45, -4.90, -1.08], [-6.32, 8.12, -6.59], [4.35, -3.34, 0.39], [-1.55, -1.77, 5.51], [2.92, 3.90, -2.20], [1.04, -5.60, 4.62], [4.96, -4.53, -1.98], [2.02, -8.16, 3.29], [7.48, -4.64, -1.76], [-3.91, 0.64, 1.62], [-3.75, 5.33, -1.57], [-6.42, 5.40, -6.58], [5.01, -8.08, 4.38], [5.28, -2.81, 0.66], [-5.38, 5.51, -2.97], [5.72, 5.47, -3.25], [-3.29, -0.54, -0.75], [6.84, -4.32, -0.93], [4.05, 3.53, -0.51], [-4.66, 1.38, 0.54], [-0.28, -9.06, 3.45], [3.59, -2.59, -0.70], [-4.52, 0.61, 2.52], [-2.31, -9.88, 3.57], [-4.81, 7.06, -2.30], [4.68, -4.76, 6.00], [5.62, -7.42, 5.05], [-5.33, 7.14, -6.30], [0.70, -7.94, 3.69], [1.09, -0.01, 4.32], [-3.47, 3.97, -1.91], [1.72, -2.63, 3.50], [-2.98, 1.16, 1.89], [2.53, 4.85, 1.02], [-4.98, 2.37, 0.90], [4.23, -8.58, 5.04], [-0.61, 4.02, -3.71], [3.08, -0.13, 4.61], [-2.82, 5.85, -1.30], [-5.42, 4.93, -8.87], [4.35, -7.83, 2.26], [-7.71, 7.72, -6.14], [-0.77, -0.64, -0.52], [-2.65, 3.76, -3.04], [4.21, -2.44, -1.58], [4.83, -6.23, 3.04], [3.45, 4.87, -3.89], [-6.30, 8.37, -7.66], [-8.10, 6.89, -6.73], [-1.68, -8.99, 3.80], [-0.16, -1.40, 3.43], [-2.72, -2.00, 0.04], [3.35, 5.91, -2.48], [-1.44, 0.76, 0.32], [2.40, 2.95, -0.50], [0.24, -6.70, 4.33], [0.20, -10.23, 2.87], [-6.02, 9.02, -6.05], [-4.37, 5.30, -0.67], [0.14, -2.23, 5.78], [-3.88, 6.22, -3.54], [4.34, -7.22, 3.21], [-1.25, 4.34, -2.88], [-7.70, 7.40, -5.10], [5.47, 4.90, -1.60], [-5.49, 5.88, -6.93], [-1.68, -5.71, 5.19], [-0.45, -0.69, 6.40], [2.30, -5.84, 4.22], [5.18, 4.75, -2.64], [7.30, -4.65, 0.01], [-0.15, -0.70, 4.26], [-2.80, -0.92, 0.16], [3.45, -2.34, 3.66], [2.56, 5.03, -0.05], [-3.63, -0.71, 1.29], [-0.53, -1.39, 5.56], [-4.55, 6.48, -8.77], [-0.95, -0.66, 1.25], [-5.54, 0.82, 0.23], [-0.80, 4.01, -1.94], [-3.13, 4.14, -3.94], [2.49, -1.39, 2.51], [5.53, -5.99, -1.19], [-4.25, -7.62, 5.04], [-4.04, 1.54, -0.35], [5.49, 3.74, -2.92], [-4.67, 5.25, -6.57], [-5.44, 5.94, -8.44], [2.81, -7.09, 3.58], [-8.40, 8.56, -6.25], [-2.57, 2.68, -3.16], [3.03, 3.79, -0.79], [2.16, -1.28, 5.56], [4.63, -4.69, 0.06], [3.74, -3.36, 1.29], [3.28, -1.61, -0.34], [3.68, 4.92, -2.82], [-6.31, 6.46, -8.85]], "homo_lumo_gap_ev": 7.91, "smiles": "CCc1nc2c(F)cc(I)cc2nc1ON=O.CCOCC.CCOCC.CCOCC.CCOCC.CCOCC.CCOCC", "e_homo_ev": -8.9}



2.
{"formula": "C34H68Cl10O18", "method": "ωB97M-V/def2-TZVPD", "elements": ["H", "H", "H", "H", "H", "O", "Cl", "H", "Cl", "H", "C", "H", "C", "H", "H", "O", "C", "C", "C", "H", "H", "H", "H", "H", "O", "H", "C", "H", "C", "H", "H", "C", "H", "H", "H", "C", "H", "C", "C", "H", "C", "H", "H", "H", "C", "C", "C", "C", "C", "H", "H", "Cl", "H", "O", "C", "C", "O", "H", "H", "C", "H", "O", "H", "O", "H", "C", "H", "C", "O", "O", "H", "H", "O", "H", "C", "O", "H", "C", "H", "O", "C", "H", "Cl", "C", "H", "H", "H", "H", "O", "C", "H", "H", "C", "H", "H", "H", "Cl", "C", "H", "H", "O", "C", "H", "H", "C", "O", "H", "C", "O", "H", "Cl", "H", "H", "H", "O", "C", "Cl", "C", "H", "H", "Cl", "H", "O", "H", "Cl", "H", "H", "Cl", "H", "H"], "coordinates": [[-0.36, -1.62, 1.30], [2.92, -4.33, -3.38], [-2.32, 0.03, -4.86], [1.71, 4.89, 1.75], [1.16, -2.86, 4.57], [0.40, -2.00, -1.42], [-1.24, -2.07, -6.20], [1.52, -4.37, 3.68], [2.86, -2.25, -4.10], [0.35, 3.95, 0.71], [-3.03, 0.39, 4.12], [-1.19, -0.02, 5.38], [1.37, -6.64, 0.15], [3.39, -2.51, -0.69], [2.72, -1.54, 3.46], [4.81, 2.32, 0.26], [-3.06, -1.83, -6.53], [-1.45, 4.17, -1.72], [-2.17, 5.26, 2.86], [-2.54, -0.44, -8.05], [-4.77, -3.24, -1.91], [-4.87, -4.23, -0.58], [-0.97, -0.14, 3.75], [-1.87, -1.49, -3.10], [3.64, 0.71, -0.80], [0.90, 4.31, -0.97], [-2.78, 1.22, 0.32], [0.87, -5.41, -1.58], [5.57, 0.38, 2.06], [1.40, -3.52, -2.68], [0.92, -5.36, -4.17], [-3.45, 4.48, -2.85], [2.56, 2.40, -1.64], [4.33, 2.34, -1.97], [-1.78, 3.61, 6.91], [1.11, -4.37, -4.58], [-5.15, 4.46, -3.84], [0.35, -6.05, -0.80], [4.51, -2.91, 1.73], [1.27, -1.96, 0.71], [-1.52, 6.25, 1.94], [1.34, 2.44, 2.36], [0.98, 2.64, -0.42], [4.35, 1.50, 3.30], [1.48, -3.25, 3.65], [3.87, -3.42, -0.50], [3.43, 1.74, -1.84], [-1.65, 0.41, -4.07], [4.95, 0.64, 3.40], [-0.12, -1.18, -3.66], [-2.88, 1.46, 3.81], [-0.55, -7.30, -1.61], [0.96, -7.43, 0.75], [-0.70, -0.14, -2.01], [0.42, 3.62, -0.34], [-4.39, 3.72, -3.74], [-2.98, 4.36, 2.08], [-3.26, 0.40, -6.71], [2.62, 2.73, 3.57], [0.27, 2.98, 4.57], [-3.14, -5.83, -1.68], [0.30, -0.26, -0.05], [-3.94, 3.43, -4.68], [4.86, -3.34, 0.56], [3.61, -3.06, 3.93], [0.08, -0.87, -1.22], [3.25, -4.31, -0.35], [-1.74, -0.32, 4.47], [-1.47, 2.67, 2.34], [0.39, 1.82, 4.62], [0.73, -2.94, 2.98], [-3.89, 5.04, -1.98], [-0.78, 3.28, -0.97], [3.11, 5.00, 2.78], [4.39, 1.22, 0.20], [-3.06, 2.56, 0.75], [-0.97, 1.09, -4.55], [2.81, -2.60, 3.34], [-0.97, 5.83, 1.06], [-2.44, 3.56, -2.39], [-1.09, -0.75, -3.32], [-1.52, 2.03, 6.16], [-1.99, -2.04, 4.72], [2.02, -3.75, -3.56], [1.72, -5.78, 0.75], [-3.68, 1.02, -0.28], [-2.89, 5.71, 3.59], [4.52, -3.57, -1.34], [-1.22, 5.35, -1.74], [0.59, -1.18, 0.98], [6.13, -0.56, 2.01], [0.17, -3.84, -4.80], [-3.75, -5.10, -2.18], [-0.96, 6.91, 2.59], [5.74, 0.87, 4.17], [-3.00, 5.29, -3.43], [-2.83, -2.97, -0.66], [1.91, 3.20, 2.94], [-2.76, 0.52, 1.13], [-0.30, -5.37, -0.27], [3.17, -2.85, 1.94], [-4.18, -3.91, -1.35], [4.37, -0.25, 3.81], [0.92, -0.60, 1.86], [-1.07, 2.97, 6.44], [4.54, 0.23, 1.09], [-3.62, -1.74, -5.60], [-3.32, -0.53, -7.32], [-0.50, 3.71, 5.42], [-2.34, 6.77, 1.49], [-3.94, 0.66, 5.63], [-4.70, -5.61, -2.43], [-4.84, 2.83, -3.25], [3.30, 1.13, -2.77], [5.29, -2.78, 2.67], [2.52, 4.34, 2.17], [-2.88, -4.60, -3.64], [-2.41, 3.17, 1.80], [-3.59, -0.15, 3.35], [-1.44, 4.66, 3.37], [2.03, -4.70, -6.07], [-1.89, 1.28, -0.31], [1.02, 3.81, 3.87], [-0.26, 2.78, 7.11], [2.81, -7.34, -0.59], [3.22, 3.90, 1.46], [-3.47, -2.73, -7.01], [-4.99, -0.48, -8.12], [-2.22, 1.01, -3.27], [6.27, 1.16, 1.79]], "homo_lumo_gap_ev": 10.69, "smiles": "CCOC(=O)OC.CCOC(=O)OC.CCOC(=O)OC.CCOC(=O)OC.CCOC(=O)OC.CCOC(=O)OC.ClCCCl.ClCCCl.ClCCCl.ClCCCl.ClCCCl", "e_homo_ev": -10.5}



3.
{"formula": "C34H68F2NO16P", "method": "ωB97M-V/def2-TZVPD", "elements": ["H", "C", "H", "C", "C", "H", "H", "C", "O", "H", "O", "H", "H", "C", "O", "H", "H", "O", "H", "C", "H", "C", "H", "C", "O", "H", "H", "C", "H", "C", "C", "O", "C", "C", "C", "C", "H", "H", "H", "H", "H", "C", "H", "O", "H", "C", "C", "H", "C", "H", "C", "H", "H", "F", "H", "C", "N", "O", "C", "C", "H", "O", "C", "H", "H", "O", "O", "H", "H", "H", "H", "H", "C", "F", "H", "H", "H", "H", "C", "C", "H", "H", "H", "C", "H", "C", "H", "H", "H", "H", "H", "H", "H", "H", "H", "H", "H", "H", "H", "H", "C", "H", "H", "O", "H", "H", "O", "H", "H", "P", "H", "C", "H", "H", "C", "H", "C", "O", "O", "H", "C", "O"], "coordinates": [[1.18, 2.78, -6.76], [4.67, 1.35, 2.52], [3.17, 4.23, 7.54], [1.73, 2.75, 9.08], [0.44, -0.63, -2.43], [-0.59, -1.30, 0.84], [0.89, -4.04, -8.78], [-4.97, -1.07, -3.10], [-5.16, -1.54, -4.42], [-7.93, -3.13, -2.18], [2.79, 3.88, -7.48], [5.08, 2.65, -4.39], [-1.56, -0.05, 10.70], [-0.84, -0.48, 1.50], [0.64, -6.00, -8.14], [3.19, 1.86, -7.78], [2.11, 2.15, 8.25], [2.66, -4.27, -6.89], [2.50, -5.85, -9.05], [2.10, 4.45, 7.47], [1.97, 5.53, 7.35], [-3.07, 1.37, 7.60], [2.32, 3.33, 11.06], [-2.14, -0.18, 1.85], [0.21, -1.28, -4.76], [1.52, -2.70, -6.27], [-0.30, -3.04, -2.92], [-1.44, 1.69, 3.21], [4.39, 4.70, 11.27], [2.72, 2.76, 10.22], [-1.13, -1.49, -5.16], [-2.34, 0.38, 6.89], [0.26, -4.91, -8.96], [-5.85, -3.87, -4.60], [3.03, 2.78, -8.34], [1.15, 2.03, 3.29], [-0.77, -4.66, -8.70], [-1.74, -3.01, -1.88], [1.29, -1.31, -2.30], [2.20, 2.64, -9.04], [0.94, 0.14, 7.56], [-0.11, -0.08, 7.76], [-2.95, -0.79, 1.47], [1.32, 2.88, 4.11], [3.78, -5.96, -6.94], [-0.72, -2.65, -1.99], [-2.46, 0.90, 2.69], [4.99, 0.56, 1.84], [4.19, 4.62, 10.20], [-2.09, -0.87, 9.22], [1.84, 3.61, -6.47], [-8.48, -3.73, -3.76], [5.44, 2.11, 2.59], [3.33, 3.30, 2.33], [-4.86, 3.20, 2.87], [4.64, 2.31, -5.33], [2.18, 1.32, 2.59], [-4.32, 2.69, 3.49], [-0.96, 0.68, 6.77], [-1.22, -0.57, 9.81], [4.86, 3.04, -6.11], [-4.80, 1.19, 1.49], [2.04, -6.25, -8.14], [1.28, 0.34, -4.15], [-3.21, 2.26, 6.98], [1.41, 4.06, 8.64], [-0.77, -1.23, -2.00], [3.30, 1.89, 0.93], [1.69, 3.95, 6.58], [-4.23, -2.90, -5.60], [-2.56, 1.66, 8.53], [-4.25, 1.79, 0.96], [2.49, 3.30, -5.14], [-1.67, 2.71, 4.02], [-4.04, 0.95, 7.84], [-0.12, -3.02, -1.15], [3.93, 3.01, -8.91], [-3.91, -0.85, -2.91], [1.62, 0.27, 1.84], [-0.13, 1.39, 2.88], [-0.78, 1.75, 6.87], [-0.67, -1.47, 10.11], [-1.19, -2.48, -5.61], [-7.67, -3.21, -3.23], [1.71, 3.17, -4.39], [2.72, -5.68, -6.92], [-1.45, -0.75, -5.90], [-1.81, -1.46, -4.30], [-5.54, -0.16, -2.99], [0.62, 0.25, -1.80], [5.08, 1.35, -5.60], [1.93, -3.85, -4.99], [-0.47, 0.52, -4.00], [2.28, -6.10, -6.01], [-5.45, -4.86, -4.82], [5.06, 4.98, 9.66], [-3.96, -3.13, -3.87], [-5.31, -1.80, -2.36], [3.33, 5.24, 9.94], [-0.65, 0.38, 5.76], [1.64, -3.75, -6.05], [0.69, -4.27, -6.20], [0.80, 2.29, 9.43], [-6.47, -3.94, -3.32], [0.31, -5.18, -10.02], [-0.26, -1.16, 7.65], [3.24, 2.10, -5.19], [4.51, 0.90, 3.50], [2.17, -7.34, -8.14], [-4.27, 1.11, 3.05], [3.12, 4.14, -4.83], [0.36, -0.18, -3.87], [1.22, 4.51, -6.35], [2.88, 1.73, 10.55], [0.15, 0.33, 2.03], [-7.57, -2.20, -3.65], [-4.71, -2.87, -4.62], [3.99, 3.27, 9.83], [-0.39, 0.32, 9.10], [-6.58, -3.61, -5.37], [3.38, 1.96, 2.02], [2.26, -0.53, 1.20]], "homo_lumo_gap_ev": 8.04, "smiles": "C[C@H](F)N1C(=O)c2ccc(P(O)O)c(F)c2C1=O.COCCOC.COCCOC.COCCOC.COCCOC.COCCOC.COCCOC", "e_homo_ev": -8.8}